Computed, not measured: a structure of composition C26H46As3ClN5O4Ti, with wB97M-V/def2-TZVPD.

CARTESIAN COORDINATES (ANGSTROEM)
As (0.20227, 1.50239, 0.34991)
C (-0.49106, -1.48754, -2.57397)
C (-3.40566, -0.34093, -4.42246)
H (-0.68722, 2.05866, -1.94709)
H (4.27073, -0.85515, 0.18946)
H (-3.98922, 0.31872, 2.19551)
H (2.82365, -1.46794, 3.21093)
O (-1.98078, -1.96513, -6.66394)
H (2.17823, 2.82824, -0.25312)
C (-6.24508, 3.12361, -1.88746)
N (-2.47757, -0.09304, -2.41352)
As (6.37043, 1.41258, 0.42127)
C (-6.19467, 1.87222, -1.28800)
H (-2.39905, -0.29463, 4.09292)
Ti (-0.53859, -1.06650, 0.54506)
C (-1.76376, -0.96354, -3.11770)
H (-1.28726, -2.32189, 4.34050)
H (2.22937, 0.73100, 2.30912)
H (0.20410, -2.60497, 3.44351)
H (1.93064, -3.12525, -1.30216)
H (-0.08074, -0.45213, 3.20406)
C (2.38289, -3.26994, -0.32130)
H (-0.95041, 3.01193, 2.00790)
H (-2.25382, -1.05143, -6.81671)
C (-2.30373, -1.17544, -4.40074)
H (-2.79755, 0.37971, 0.22432)
H (6.43554, -1.14821, 0.27931)
H (6.01307, 3.33983, 2.02831)
C (-0.74220, 2.55207, -0.97997)
N (-3.48065, 0.28218, -3.22116)
H (-5.44072, 4.40514, -3.40605)
O (0.40768, -1.98499, -3.17519)
N (-2.71082, -0.51711, 0.70337)
C (2.03246, 1.74310, -0.30034)
H (5.64943, 1.82374, 2.88671)
H (2.53058, -3.17351, 2.80173)
H (3.99035, 0.70393, 2.38744)
H (4.50455, 1.57135, -1.25186)
H (-1.78247, -3.60512, 0.42623)
H (3.13035, -0.54336, -1.11076)
N (-0.85868, -0.94345, 2.76870)
H (-1.40206, -4.32906, 2.84580)
H (7.32377, 2.30028, 2.57331)
H (2.00080, 1.47883, -1.36203)
C (-1.56457, -3.32169, 2.45512)
C (-2.07779, -0.13969, 3.05855)
N (-1.08964, -3.20160, 1.05369)
H (4.38895, 2.80011, -0.02141)
H (0.44696, 2.24498, 2.79386)
H (-3.68570, -1.39837, 2.33204)
C (4.48684, 1.71927, -0.16803)
H (0.68802, 3.59086, 1.67134)
C (-1.91342, -2.25020, -5.35771)
H (3.46231, -3.39465, -0.42572)
H (-1.78425, 0.90899, 2.96143)
H (7.40744, -0.51554, 1.59513)
H (4.00072, -2.36689, 2.23484)
C (2.93825, -2.22892, 2.44065)
C (-4.43149, 1.25809, -2.77827)
C (3.28149, -0.44672, -0.03118)
O (-1.55396, -3.31883, -4.96209)
O (-0.42897, -1.30556, -1.22979)
C (-3.21444, -0.44487, 2.09649)
C (6.44029, -0.43091, 1.09915)
H (-1.79102, 2.66396, -0.70562)
C (-0.84610, -2.31908, 3.33951)
C (3.14365, 1.18214, 1.89572)
H (-5.26442, -0.07221, -1.32190)
C (3.21758, 1.03084, 0.38508)
C (6.31301, 2.30187, 2.16834)
H (5.66724, -0.67970, 1.82696)
C (-5.28592, 0.92611, -1.73737)
C (-5.39159, 3.43371, -2.93575)
H (-6.96403, 3.85457, -1.54606)
H (-0.26788, 3.53375, -1.02689)
H (1.98087, -4.16856, 0.14809)
H (-2.64101, -3.15712, 2.45573)
C (-4.47163, 2.49863, -3.38945)
H (-3.30487, -1.12859, 0.14808)
H (-6.88197, 1.62470, -0.49092)
Cl (-4.58042, -0.11425, -5.62634)
H (-3.79940, 2.72999, -4.20394)
As (2.05090, -1.71520, 0.79199)
H (-0.26147, -3.78005, 0.92133)
H (3.14715, 2.23326, 2.19026)
C (0.08722, 2.70414, 1.87518)

Its largest force on an atom is 0.007 Eh/bohr. As for the total charge: +2. The value obtained for the LUMO energy (spin up / spin down) is -5.6 / -5.3 eV. The calculation puts the electronic energy at -9609.6610 hartree. As for the spin multiplicity: 2. The HOMO energy (spin up / spin down) is -12.7 / -12.7 eV. The value obtained for the energy above the lowest of the compared OMol25 structures with the same formula, charge and spin is 19.95 kJ/mol.


Computed, not measured: the ion C6H15N6OS with charge +1, with wB97M-V/def2-TZVPD.

CARTESIAN COORDINATES (ANGSTROEM)
H (1.97047, 0.47988, 0.99406)
H (-2.54699, -2.53923, 0.78999)
H (2.76991, -2.72398, 0.59395)
C (1.86486, -1.24574, 0.12491)
H (-1.33528, -1.92994, -2.74032)
N (-0.46341, -0.31704, -0.87846)
S (-0.97873, -1.05942, 2.06656)
N (-0.00328, 1.84179, -0.13641)
C (0.04598, 0.50624, 0.21284)
H (3.13135, -1.55113, 1.66824)
H (-1.90541, 2.64673, 0.60084)
C (0.86539, 2.44970, -1.07642)
H (1.01510, 3.54942, -0.75988)
H (-3.26194, -1.38943, 2.09231)
N (2.85448, -1.79938, 0.78207)
H (-2.63463, -0.62698, 0.43951)
N (1.48335, 0.03753, 0.27998)
C (-2.60708, -1.46718, 1.23617)
H (0.67355, 2.38429, -2.18907)
H (-0.64759, 2.31936, 1.86766)
H (-0.38996, 3.66296, 0.85444)
H (0.24948, -2.67899, -2.67252)
N (1.20046, -2.03006, -0.66923)
C (-0.72854, 2.65733, 0.88589)
H (1.77901, 1.99282, -0.83320)
O (-0.65263, 0.37751, 1.43134)
H (-1.21634, 0.10251, -1.37989)
C (-0.01222, -1.43012, -1.35363)
N (-0.51936, -2.21945, -2.23174)

Its largest force on an atom is 0.160 Eh/bohr. As for the total charge: +1. The value obtained for the LUMO energy is -2.7 eV. The calculation puts the electronic energy at -1039.2921 hartree. Its SMILES is CSO[C@]1(N(C)C)NC(=[NH2+])N=C(N)N1. As for the spin multiplicity: 1. The HOMO energy is -12.1 eV. The value obtained for the energy above the lowest of the compared OMol25 structures with the same formula, charge and spin is 105.78 kJ/mol.


Computed, not measured: an isolated molecule of C6H8FN, with wB97M-V/def2-TZVPD.

CARTESIAN COORDINATES (ANGSTROEM)
C (0.33043, 0.13225, 1.43824)
H (-1.22687, 0.04486, -1.53691)
C (0.30689, 0.03574, -0.04424)
H (-2.73346, 0.74833, 0.55384)
H (2.42646, 0.62326, -0.73343)
C (-1.89333, 0.05314, 0.63265)
H (-1.15783, 1.34587, 2.02842)
N (-1.05124, 0.36904, 1.79975)
C (1.55503, -0.66281, -2.02445)
C (-0.95757, 0.07894, -0.48754)
H (0.97623, 0.93183, 1.77921)
H (0.70856, -0.79519, 1.85062)
H (-2.30309, -0.98653, 0.76405)
F (2.69830, -0.62561, -2.72321)
H (0.78606, -1.33073, -2.39296)
C (1.53543, 0.03761, -0.90404)

Its largest force on an atom is 0.038 Eh/bohr. As for the total charge: 0. The value obtained for the LUMO energy is 1.0 eV. The calculation puts the electronic energy at -387.9857 hartree. Its SMILES is F/C=C/C1=CCNC1. As for the spin multiplicity: 1. The HOMO energy is -8.6 eV. The value obtained for the energy above the lowest of the compared OMol25 structures with the same formula, charge and spin is 137.82 kJ/mol.


Computed, not measured: a structure of composition C37H35GeNNbO3P2S2Se, with wB97M-V/def2-TZVPD.

CARTESIAN COORDINATES (ANGSTROEM)
C (-2.04430, -3.15943, -3.96651)
H (-2.85255, -1.21701, 3.87174)
C (3.07698, 3.04129, 4.28905)
H (-0.71372, 6.01737, -1.34116)
H (-2.87751, -0.97992, 1.12925)
H (0.44254, 3.70992, 2.41520)
C (1.93807, 2.32373, 3.93895)
S (-1.15170, 0.85725, -1.75289)
C (2.00863, 0.75806, -1.94491)
H (1.16552, 1.76217, -3.57011)
C (2.27269, 3.61794, -0.79792)
C (3.22524, 1.22772, 2.23658)
H (-3.87632, -4.68733, 1.44266)
C (-1.51947, 4.20154, 3.23691)
H (-2.33147, -5.45372, 1.84594)
H (-4.25591, -1.95023, 3.00738)
Nb (-0.59656, -1.31589, -0.49745)
C (-3.18262, 2.55256, 2.87154)
H (5.19430, 3.33964, 4.08278)
C (0.50894, 0.26485, 0.53862)
H (1.03775, 2.31336, 4.53791)
C (-2.79597, -4.62617, 1.31099)
C (-0.88034, 2.02192, 2.43568)
H (-4.41998, -5.16710, -6.32702)
C (-0.12518, 4.05471, -0.82486)
Se (1.34475, -3.21198, -0.35075)
H (-1.18387, 5.15517, 3.60653)
C (-3.30428, -2.13947, 3.51715)
H (-2.53042, -4.65390, 0.23685)
P (0.45496, 0.79017, 2.22308)
H (-3.03162, -3.24407, -7.25786)
C (-3.64467, -4.64274, -5.75367)
C (0.15110, 5.35749, -1.20196)
C (1.99770, 1.48615, 2.83089)
H (-2.49753, 0.61000, 2.24376)
C (-1.26881, -2.38568, -2.99985)
C (1.43762, 5.81890, -1.42683)
H (5.26112, 1.75833, 2.07593)
H (0.16183, -4.05952, 2.24064)
C (-2.91254, -3.55409, -6.22688)
O (-0.05083, -2.06995, -3.10937)
H (3.17251, 1.38053, -4.96725)
C (2.89962, -0.23941, -1.52647)
H (0.06426, -2.86117, 3.65098)
C (-1.97450, -1.55544, 0.86724)
H (-3.99017, -5.99006, -4.11877)
H (-0.70629, -4.57167, 3.66853)
H (-1.17367, 3.71861, -0.72980)
C (-2.08373, -2.87048, -5.35751)
C (3.05671, -2.86500, 0.24547)
C (3.96476, -0.61672, -2.35621)
C (4.34386, 1.93477, 2.63443)
H (3.10401, 2.91063, -0.57467)
H (2.86461, 3.87179, 4.95254)
P (0.72292, 1.38418, -0.78766)
H (1.62931, 6.80272, -1.77275)
H (-1.57895, -1.99774, -5.79132)
C (3.13324, 0.89694, -4.01329)
H (4.80669, -0.47740, -4.32024)
H (-4.26591, 2.32719, 2.86282)
S (-0.10476, -0.31968, 3.79410)
N (4.17389, -2.69783, 0.57477)
C (0.95608, 3.14033, -0.73289)
H (-2.31536, -5.91152, -2.37798)
C (-0.42497, -3.66146, 3.06321)
O (-1.86455, -2.09108, -1.81796)
H (-3.60888, 4.45718, 3.75497)
C (4.30885, 2.84326, 3.69090)
C (-3.51391, -5.09938, -4.44478)
C (2.02973, 1.22646, -3.21763)
C (-0.58020, 3.36383, 2.67914)
C (4.06379, -0.05265, -3.62781)
H (-3.49275, -2.76333, 4.38724)
H (3.29681, 0.45718, 1.43886)
C (-2.84389, 3.79663, 3.35329)
C (2.49648, 4.97054, -1.05443)
C (-2.22797, 1.61908, 2.48128)
Ge (-2.09385, -3.02285, 2.18738)
O (-2.27142, -4.95470, -2.38872)
H (3.47161, 5.38451, -1.02502)
C (-2.62847, -4.41972, -3.58352)
H (2.84859, -0.64364, -0.50583)
H (4.70428, -1.32550, -2.01067)

Its largest force on an atom is 0.083 Eh/bohr. As for the total charge: -1. The value obtained for the LUMO energy is 2.3 eV. The calculation puts the electronic energy at -7725.8483 hartree. As for the spin multiplicity: 1. The HOMO energy is -4.4 eV. The value obtained for the energy above the lowest of the compared OMol25 structures with the same formula, charge and spin is 91.93 kJ/mol.